Here is a cluster of 12 separate species, C72H180N12O24 in total from the Open Molecules 2025 dataset. Energies are from ωB97M-V/def2-TZVPD.

```
288
Properties=species:S:1:pos:R:3:forces:R:3
O 4.415384 -9.060726 -0.938461 -0.5 -2.2 -0.1
O -7.403806 -10.030496 -4.022781 0.0 1.0 -0.4
O 7.756184 5.759374 9.613829 1.4 -2.1 -0.1
O 1.117394 3.671164 0.085309 0.4 0.7 -0.9
O -3.936696 -10.259236 -7.082691 0.3 1.2 -1.2
O -2.054216 -13.454646 7.009609 0.7 0.4 1.2
O 6.914644 -4.542966 -0.316191 0.9 0.2 0.1
O -3.068806 5.256054 -6.221821 0.6 1.1 -0.5
O 5.357594 9.903724 -1.402741 1.2 -0.6 0.1
O -14.937176 -3.856846 -13.601651 -0.1 0.3 0.4
O 10.537184 -1.378396 -10.458851 -0.4 -0.5 0.1
O 10.294954 1.745124 12.737529 1.0 1.4 -0.9
O -4.841286 -10.733376 4.168139 0.7 -2.2 -0.8
O -6.545416 -2.544546 1.927579 0.8 -0.3 -0.8
O -2.621376 6.286954 8.381409 0.2 -0.1 -0.3
O -1.381546 -1.810766 2.487349 -1.8 0.5 -1.0
O -8.998246 -3.121866 -10.923831 -0.3 0.6 -0.4
O 5.819444 -4.837796 -8.079741 1.1 0.8 0.4
O -1.704106 12.971374 4.262279 -2.1 0.7 1.4
O -4.849136 7.428774 -2.923531 1.3 -0.4 -0.2
O 6.530374 3.818044 -3.936771 0.0 0.6 0.0
O -0.665306 -2.323576 -2.564271 0.9 0.3 -0.3
O 2.991084 15.605524 7.751439 0.2 0.1 0.0
O 1.090234 6.369054 14.197349 0.5 0.8 0.9
N -3.861506 -0.854446 1.297089 -1.0 -0.6 -0.6
N 0.373574 14.967214 6.612499 -0.6 0.8 -0.2
N -5.166126 4.978014 -4.566261 -0.7 1.1 2.0
N -1.262346 6.411604 11.363139 -0.8 0.2 -0.5
N 7.046614 -7.608006 -0.552681 -0.9 0.1 0.2
N 7.562374 7.183274 -2.572631 0.2 0.1 -0.2
N -5.165636 -11.611496 -4.802171 -1.8 -1.0 -0.9
N -11.716946 -2.483806 -12.041341 -0.9 0.6 -1.3
N 8.682064 2.660924 10.314929 0.4 0.2 -1.5
N -2.789906 -13.406506 4.136109 -1.1 0.7 -1.3
N 0.680474 0.260554 -1.255101 -0.3 0.5 0.5
N 8.420914 -2.342376 -9.033901 -1.5 0.7 0.8
C -3.479726 -12.594716 3.085619 0.4 1.0 0.5
C 1.899694 16.478534 7.952249 -1.2 -1.2 -1.3
C -8.107606 -2.983536 -9.846961 -0.6 0.1 0.8
C -3.691236 -11.040246 3.354029 -0.1 -1.2 0.8
C -10.415866 -2.150506 -12.619971 0.0 0.2 0.7
C -8.149916 -9.317486 -3.024911 0.6 -0.6 -0.8
C -2.892526 -14.346116 6.350179 -0.9 -0.6 -0.8
C -3.761976 6.025124 7.597249 1.1 -0.4 -0.8
C 1.879624 5.423994 14.871429 0.5 0.0 -0.2
C 7.967634 4.551514 8.766279 -0.1 0.3 0.1
C 0.933954 2.284444 0.201809 -1.0 0.4 0.0
C -2.663896 -2.342766 2.897699 -0.1 1.2 0.3
C -4.377936 -9.324076 -8.062151 -1.1 0.1 0.0
C -3.128256 13.293364 4.375339 0.7 -0.8 -1.0
C -0.580286 14.778744 5.501999 0.2 -1.2 -0.2
C -0.166616 6.885214 12.213969 -1.6 -0.7 0.5
C 1.051714 4.479644 1.227129 0.7 0.3 0.0
C 1.273414 1.632304 -1.131861 0.3 -1.2 0.0
C 0.722834 -2.099506 -2.198041 -1.2 1.0 -0.7
C 3.972054 15.801734 8.764309 -0.3 -0.1 -1.0
C -7.333766 -11.422476 -3.817781 -0.5 0.1 0.8
C -12.696186 -2.942426 -13.064811 -1.3 0.5 0.5
C -2.932646 6.989604 9.535459 0.4 0.8 1.4
C -4.909816 -9.427396 4.556979 -0.6 1.5 -0.4
C -3.337326 3.984474 -5.727441 -0.8 -1.5 -0.5
C 6.270664 -3.585236 -8.683031 -1.1 -0.9 0.7
C -1.052726 13.311584 5.468319 1.6 0.0 0.1
C 10.293724 -0.746916 -9.203791 -0.4 -0.8 0.0
C -16.183796 -4.507016 -13.267021 0.7 0.6 0.0
C 6.626614 6.508644 9.272289 -0.2 -0.5 -0.9
C 9.047144 3.516414 9.168429 0.2 0.3 0.7
C -0.220596 -2.392506 2.937339 0.3 -0.6 1.4
C 4.132714 10.502034 -1.638311 0.1 0.8 -0.2
C 7.372204 -3.266356 0.169189 -1.0 -1.2 0.6
C 7.658274 -3.232076 -8.136371 0.4 -0.4 -1.1
C 4.574924 -5.344796 -8.486571 0.4 0.5 -0.4
C -1.638296 7.385714 10.309179 -0.5 -1.4 0.2
C 8.764424 3.330014 11.585739 0.1 -0.6 -0.2
C -6.206856 -1.807816 0.779509 2.2 -0.3 -0.7
C -4.831196 3.931084 -5.464051 0.7 -0.9 0.0
C 0.914464 16.327394 6.727539 0.5 -0.2 1.5
C 1.108034 -0.578466 -2.371021 -0.1 -0.6 0.4
C -5.099436 6.158604 -2.312111 0.3 -0.2 -0.9
C 8.003734 -5.280516 -0.919911 -1.9 -0.3 -0.9
C -1.684766 5.585604 -6.332131 -0.1 -1.2 0.5
C -3.700666 -13.653086 5.252699 1.1 0.0 -0.3
C 10.697584 1.157564 13.956179 -1.5 -0.6 -0.2
C -0.999866 -3.694476 -2.597761 -0.5 0.3 1.2
C -4.639916 4.912344 -3.169181 -0.9 0.9 0.2
C -4.379036 -12.153086 -5.903551 1.0 -0.3 1.1
C 7.434004 -6.599406 -1.510811 1.1 0.0 0.1
C 11.219444 -0.647706 -11.442831 -0.3 0.3 -0.4
C -6.577556 -12.092386 -4.934271 1.1 1.0 1.3
C 8.977414 2.312864 12.664199 -0.2 -1.2 1.7
C 3.432714 -9.663286 -1.808091 0.6 1.1 0.0
C 5.735764 -7.351466 0.019199 -0.8 0.2 1.0
C 9.484434 -1.726126 -8.282341 1.9 -0.1 -1.6
C -9.480466 -1.864826 -11.425851 0.4 -0.4 -1.2
C -4.527536 -11.525226 -7.236281 0.0 0.2 0.4
C -14.088716 -3.462256 -12.483561 1.1 -2.1 -0.8
C 6.646394 6.062824 -2.854761 0.5 0.1 -0.3
C 7.104864 8.280054 -1.723541 -1.4 -0.7 0.6
C -4.643726 -1.870456 0.531449 -0.9 1.2 0.8
C 7.323514 5.018854 -3.742541 0.3 -1.6 0.2
C 4.515534 -7.673936 -0.832851 0.0 -0.1 -0.5
C 0.297674 5.793974 13.225019 -0.2 0.5 -1.6
C -7.897706 -2.720196 2.102899 -1.4 0.3 0.8
C -3.711906 -1.166946 2.715279 1.2 -1.3 -0.4
C 5.618204 3.933644 -5.003501 -0.5 0.3 0.1
C -1.483076 -13.974036 8.216759 -0.7 0.5 0.3
C 5.666044 8.729414 -2.132201 1.1 0.6 0.7
C -3.420236 7.652964 -3.031481 -0.7 0.5 0.1
H -8.399576 -1.756106 2.185189 -0.1 0.4 0.5
H 8.217034 -4.158776 -8.005531 -0.1 -0.4 0.2
H -1.080506 -13.164146 8.825139 0.4 0.3 -0.6
H 3.577794 15.720354 9.777239 -0.3 0.1 0.1
H -13.857626 -4.367356 -11.921871 0.0 -0.4 0.2
H 1.473464 16.128344 8.892359 -0.7 0.5 0.1
H -16.784686 -4.682076 -14.159421 0.5 0.2 -0.4
H 11.725154 0.797114 13.908369 -0.1 0.4 -0.2
H 6.119734 4.178704 -5.939721 0.1 0.1 -0.1
H -0.956536 -4.087656 -1.582071 0.5 -0.3 0.3
H 9.247514 2.863254 8.319109 -0.6 0.0 -0.3
H -2.955356 7.136464 -3.871251 -0.2 -0.2 -0.1
H -4.576106 -13.214446 -6.054471 0.0 -0.2 0.6
H 9.656374 0.128864 -9.325781 0.3 0.4 -0.2
H 10.178214 -2.527206 -8.027301 0.5 -0.1 0.6
H -5.402956 -9.053766 -7.808421 -0.4 0.0 -0.1
H 11.294954 -0.561126 -8.815051 -0.2 0.6 0.6
H -7.114896 -2.609486 -10.097431 0.1 -0.1 -0.4
H 8.829954 -5.437926 -0.226591 0.0 -0.1 0.1
H -4.234446 6.952984 7.274839 -0.4 0.0 0.2
H -7.045466 -11.805396 -5.875961 -0.1 -0.3 -0.3
H -3.652936 12.912994 5.251759 0.6 -0.3 0.4
H -0.182896 12.655344 5.497189 0.3 0.0 0.0
H 3.296554 9.848494 -1.389681 -0.2 0.1 0.0
H -6.576836 -13.169356 -4.766231 -0.2 0.0 -0.2
H -5.269486 -10.609626 -4.876841 0.6 0.4 -0.1
H 8.743304 2.775854 13.622809 -0.1 0.0 0.2
H 7.652054 5.370344 -4.720611 -0.3 0.5 -0.2
H 2.381954 -9.488316 -1.576981 -0.1 0.1 0.9
H 8.217714 -7.124826 -2.056521 0.4 0.6 -0.3
H 5.027874 3.032094 -5.167211 0.5 -0.4 0.3
H -3.351866 -12.007226 -5.569281 0.3 -0.4 -0.4
H -8.027356 -3.299966 3.016769 -0.1 0.2 0.0
H 1.594044 1.879054 0.968649 -0.1 -0.2 0.3
H -4.247346 -2.873036 0.692129 -0.4 -0.3 0.1
H -6.164876 6.096874 -2.090461 0.0 0.1 -0.3
H 10.050904 0.292814 14.104859 0.0 -0.5 0.2
H 4.633094 -7.285596 -1.844521 -0.2 0.5 -0.2
H 7.081584 3.924374 8.667699 -0.7 0.4 0.5
H -4.783536 5.828074 -4.955001 -0.3 0.3 -0.1
H -0.120406 2.152014 0.444469 -0.1 -0.6 0.3
H 2.361574 1.586034 -1.088751 0.4 -0.1 -0.6
H 5.740264 6.358414 -3.383591 -0.3 0.2 0.1
H -8.500616 -3.198906 1.331249 0.6 -0.5 -0.7
H -1.157466 5.500354 10.940409 0.5 -0.1 0.1
H 5.547234 -2.812516 -8.422911 -0.1 0.2 0.1
H 1.467284 16.630444 5.838359 0.1 0.2 -0.2
H 6.606324 -2.928786 0.867459 -0.1 0.1 -0.1
H -2.880986 7.400194 -2.118571 -0.2 -0.4 0.2
H -1.289506 5.563894 -5.316561 0.4 0.3 0.0
H -2.905276 -3.229826 2.312059 -0.1 0.1 -0.3
H -3.333706 -0.273086 3.211319 0.2 -0.1 0.1
H -4.218116 -9.176446 5.361149 -0.1 0.0 0.3
H -14.609826 -2.864256 -11.735951 0.1 0.9 -0.5
H 10.035904 3.955204 9.302249 0.1 0.6 0.4
H 5.714224 8.872974 -3.211631 -0.4 0.4 -0.3
H 7.453854 -2.525176 -0.625851 0.5 -0.1 0.0
H 0.989584 2.253004 -1.981721 -0.2 0.0 0.1
H 6.197724 -3.699756 -9.764541 0.6 0.1 -0.2
H 10.507394 1.760024 14.844419 0.3 0.6 -0.1
H -2.289286 -15.109786 5.859229 0.1 -0.3 -0.2
H -16.031286 -5.485416 -12.811411 0.2 0.0 0.3
H -3.236636 8.720834 -3.149991 -0.4 0.0 -0.2
H -2.779676 -10.743426 3.872739 0.2 0.4 0.1
H 4.707324 15.008124 8.631359 0.2 0.4 0.0
H -6.559996 -0.776886 0.803629 0.1 0.3 0.4
H -2.929356 -0.887386 0.909619 0.2 0.4 -0.1
H -2.851036 3.682574 -4.799821 0.6 0.6 0.2
H -1.941286 -12.971936 4.469409 0.0 0.3 -0.1
H -3.633656 6.403674 10.129899 0.1 -0.1 0.5
H -0.543156 5.291344 13.702999 -0.4 -0.1 -0.3
H -2.254856 -14.349446 8.888719 -0.4 -0.5 -0.2
H -3.336356 14.363084 4.353099 0.2 0.1 -0.4
H 6.732504 6.920884 8.268829 0.1 0.2 -0.3
H 4.619894 -5.589766 -9.547731 -0.1 -0.3 -0.2
H -3.545126 12.743034 3.531869 -0.3 0.5 -0.1
H 4.337074 16.810574 8.571719 0.7 0.0 0.5
H -5.595986 -11.509336 -7.451411 -0.2 0.5 -0.5
H -10.441546 -1.328266 -13.335061 -0.5 0.7 0.5
H 2.152994 17.537534 8.001689 0.5 0.1 0.1
H -0.688556 7.637634 12.805199 0.6 0.5 0.2
H -13.058146 -2.195646 -13.771501 0.5 1.2 0.5
H -0.369976 -3.428196 3.242529 0.0 -0.3 -0.1
H 10.694864 0.251734 -11.765211 -0.4 0.2 0.3
H 9.246724 1.823504 10.316919 0.2 0.1 -0.1
H 8.245144 -3.456406 0.793639 0.5 0.5 -0.4
H 8.302554 -4.682666 -1.780961 0.6 0.0 -0.1
H 0.071254 -1.850036 3.836589 0.5 0.0 0.2
H 3.498114 -9.210326 -2.797361 0.4 -0.2 -0.4
H -4.446796 -13.043276 2.858329 0.0 -0.1 0.1
H 9.170904 -1.230256 -7.363691 -0.2 0.1 -0.2
H 1.338144 -2.707666 -2.861091 0.3 0.0 -0.1
H -0.870536 7.449514 9.538089 0.3 0.3 -0.1
H -5.955466 -9.195286 4.759079 0.0 -0.2 0.8
H -4.658336 -1.430466 3.187449 0.0 -0.1 -0.2
H -5.395396 3.946734 -6.396541 0.0 0.7 -0.1
H 9.588414 4.030894 11.719539 0.2 0.4 -0.5
H 8.356174 1.424864 12.547429 -0.8 0.2 -0.1
H -9.197796 -9.576106 -3.177081 -0.2 0.2 0.4
H 0.609344 -2.368746 2.231129 -0.3 0.2 -0.3
H -11.521396 -3.158326 -11.315481 -0.4 -0.4 -0.1
H 2.522004 4.936944 14.137789 0.2 -0.3 0.0
H 4.080044 10.876834 -2.660491 -0.3 -0.3 -0.4
H -4.170956 -12.711136 5.534899 -0.2 -0.1 0.7
H 2.193374 -0.521236 -2.453861 0.4 -0.3 -0.2
H 7.094674 8.009444 -0.667721 -0.1 -0.4 0.1
H -3.335046 5.549834 6.714119 -0.3 0.0 -0.2
H 8.836954 -2.832436 -9.812901 -0.1 -0.1 0.0
H 12.223384 -0.312456 -11.182431 0.2 -0.3 0.4
H -5.043396 4.056104 -2.628671 -0.1 -0.2 -0.2
H 7.632064 -2.757116 -7.155651 -0.4 0.0 -0.1
H 0.086424 4.512984 1.732309 -0.1 -0.4 0.0
H -4.441786 5.303424 8.050129 -0.3 0.2 0.3
H 6.369684 5.575204 -1.920011 0.0 0.1 0.1
H -6.592036 -2.211436 -0.156871 -0.6 -0.6 0.1
H 0.117064 17.048434 6.907429 -0.2 -0.1 -0.2
H 5.764544 5.843664 9.219919 -0.4 0.2 0.3
H 1.866284 4.260784 1.917549 -0.1 -0.5 0.4
H 4.151094 11.414024 -1.041621 -0.4 -0.2 0.3
H -16.806766 -3.858026 -12.651541 0.1 0.0 0.4
H 6.904914 -8.457996 -1.079491 0.4 -0.4 0.0
H -6.831176 -11.529546 -2.856501 0.2 -0.7 0.1
H 7.779874 7.684884 -3.421861 0.2 -0.6 -0.6
H 6.643444 -6.409866 -2.236901 -0.1 0.6 -0.1
H 6.479154 7.343464 9.957429 0.1 -0.3 0.2
H -10.008386 -1.269936 -10.680521 -0.3 -0.3 0.3
H -3.454886 7.924804 9.333519 -0.2 0.2 -0.5
H -3.556726 4.840894 -3.070641 0.3 0.0 -0.3
H -4.569246 6.206114 -1.360931 0.1 -0.6 0.2
H 3.767284 -4.621386 -8.374801 -0.2 0.2 0.3
H 8.227164 4.600534 -3.299241 0.1 0.4 0.4
H 0.596914 7.350894 11.590869 0.7 -0.1 0.4
H -4.398896 -9.705126 -9.083161 0.2 -0.4 0.0
H -10.035756 -2.912806 -13.300061 0.4 -0.8 0.4
H 4.914434 7.969374 -1.918851 0.0 -0.3 0.0
H 4.373804 -6.232456 -7.886811 0.0 0.1 -0.1
H -4.732716 -8.740366 3.729499 0.6 0.1 -0.4
H -0.134246 14.943314 4.521149 0.2 0.3 -0.2
H -4.461316 -14.323496 4.852599 -0.2 -0.1 0.3
H -12.185266 -3.552216 -13.809951 -0.3 -1.4 0.4
H -8.657036 -1.223776 -11.740671 0.4 -0.1 -0.2
H -3.872476 -8.360166 -8.121201 0.8 -0.4 0.7
H -1.755976 8.362214 10.778969 -0.1 0.0 0.0
H -4.541146 -1.677366 -0.536401 0.3 0.3 0.0
H 1.304834 4.659114 15.393609 -0.3 -0.1 0.0
H -0.388336 -4.324316 -3.243861 0.1 0.2 -0.3
H -2.889166 -12.639006 2.170539 0.1 -0.1 0.0
H 0.888814 5.072364 12.661159 0.0 -0.5 -0.1
H -8.040186 -3.936686 -9.322501 0.2 -0.1 -0.3
H -3.787586 -10.468396 2.431089 0.1 -0.1 -0.3
H -3.587106 -14.882096 6.996999 0.0 0.2 0.6
H 2.523224 5.925254 15.594349 -0.2 0.2 -0.1
H 3.619474 -10.736826 -1.834891 0.1 0.2 0.0
H -7.793276 -9.563166 -2.024641 -0.2 -0.3 0.2
H -8.536126 -2.300036 -9.113961 0.0 0.3 0.2
H 4.860594 4.685824 -4.783621 0.0 0.4 -0.1
H 5.633194 -7.958056 0.918999 0.0 -0.1 0.2
H -1.456496 6.528064 -6.829911 -0.7 0.1 0.2
H -4.024566 -12.149456 -7.974831 0.1 0.2 -0.4
H 7.806354 3.848614 11.621219 0.1 0.3 1.0
H 11.256854 -1.265626 -12.339981 0.2 -0.2 0.2
H 7.852614 9.072114 -1.763561 -0.3 0.2 -0.4
H -3.112896 3.182974 -6.431241 0.4 0.0 -0.5
H 1.174274 14.376054 6.440769 0.0 -0.3 0.0
H -8.329806 -11.855356 -3.725011 -0.4 0.0 0.0
H 0.931444 -0.268926 -0.432441 -0.1 0.2 0.4
H -1.182886 4.805514 -6.904561 0.2 -0.1 -0.1
H -0.724736 -14.746906 8.091469 0.0 0.0 -0.4
H -2.691636 -2.674646 3.935579 0.4 0.1 0.3
H -1.584836 13.096174 6.394909 -0.6 -0.1 -0.2
H -1.507686 15.350684 5.532229 0.3 0.7 0.6
H -2.067586 -3.788016 -2.796051 0.1 0.2 -0.7
H 0.698534 -0.189616 -3.303321 -0.2 -0.2 -0.1
H -7.977766 -8.248386 -3.149351 -0.1 -0.1 -0.3
H 3.596844 -7.306066 -0.375911 0.0 0.5 0.1
H 1.300934 5.497784 0.928169 -0.3 0.0 -0.4
H 8.166374 4.861564 7.740379 0.3 0.4 -0.1
H -5.101556 2.945644 -5.084681 0.2 -0.1 0.5
H 5.656444 -6.309986 0.330859 0.2 0.0 0.0
H 0.846334 -2.477616 -1.183211 0.3 0.2 0.3
```
Forces are in eV/Å.

- Charge: 0
- E_HOMO: -0.312 Eh
- E: -5313.2599 Ha
- Frontier orbital gap: 8.73 eV
- 2S+1: 1